Record 1
Here is a single C33H35F3N6O4 molecule from the OMol25 dataset. Energies are from wB97M-V/def2-TZVPD.

Results
frontier orbital gap: 0.3120 hartree
spin multiplicity: 1
SMILES string: CCN1CCN(Cc2ccc(NC(=O)c3cc(NC(=O)c4cc(-c5ccc(OC)cc5)n[nH]4)cc(OC)c3)cc2C(F)(F)F)CC1
largest force on an atom: 0.8 eV/A
HOMO energy: -0.299 Ha

Last column: Mulliken charge in e.
CARTESIAN COORDINATES (ANGSTROEM)
1 C -4.680 -1.891 0.909  -1.154
2 C -3.892 -2.256 -0.343  -0.397
3 N -2.647 -2.936 -0.026  0.005
4 C -1.664 -2.036 0.547  -0.236
5 C -0.393 -2.796 0.940  -1.372
6 N 0.189 -3.553 -0.156  0.277
7 C 0.903 -2.727 -1.111  -0.611
8 C 2.262 -2.332 -0.592  0.197
9 C 2.849 -3.030 0.457  -0.698
10 C 4.070 -2.655 0.979  -1.179
11 C 4.765 -1.574 0.442  -0.065
12 N 5.955 -1.138 1.029  -0.081
13 C 6.395 0.148 1.217  -0.276
14 O 7.493 0.357 1.685  -0.656
15 C 5.445 1.225 0.811  -0.330
16 C 4.110 1.152 1.181  -0.387
17 C 3.213 2.080 0.664  0.702
18 N 1.838 1.985 0.888  0.075
19 C 1.156 1.025 1.572  0.493
20 O 1.655 0.112 2.206  -0.725
21 C -0.304 1.183 1.503  0.152
22 C -1.170 1.735 0.576  -0.460
23 C -2.462 1.460 1.071  -0.252
24 C -3.750 1.778 0.477  0.754
25 C -4.909 1.690 1.242  -0.647
26 C -6.149 1.959 0.696  -0.555
27 C -6.255 2.325 -0.642  0.936
28 O -7.420 2.611 -1.286  -0.461
29 C -8.625 2.531 -0.565  -0.836
30 C -5.095 2.415 -1.415  -0.836
31 C -3.863 2.147 -0.864  -0.560
32 N -2.374 0.800 2.226  -0.853
33 N -1.087 0.634 2.462  0.351
34 C 3.675 3.114 -0.140  -0.533
35 C 5.032 3.236 -0.435  0.301
36 O 5.375 4.304 -1.196  -0.473
37 C 6.732 4.479 -1.536  -0.859
38 C 5.921 2.271 0.031  -0.430
39 C 4.243 -0.935 -0.678  -0.730
40 C 2.993 -1.288 -1.162  0.469
41 C 2.419 -0.470 -2.282  0.747
42 F 3.301 0.380 -2.826  -0.330
43 F 1.937 -1.199 -3.303  -0.309
44 F 1.388 0.305 -1.865  -0.093
45 C -0.835 -4.393 -0.746  -1.057
46 C -2.082 -3.615 -1.179  -0.544
47 H -5.671 -1.546 0.625  0.381
48 H -4.195 -1.096 1.468  0.114
49 H -4.778 -2.765 1.548  0.373
50 H -3.714 -1.345 -0.945  0.250
51 H -4.490 -2.944 -0.947  0.496
52 H -2.094 -1.588 1.442  0.657
53 H -1.415 -1.218 -0.157  0.047
54 H 0.353 -2.099 1.327  0.280
55 H -0.646 -3.514 1.726  0.302
56 H 1.047 -3.311 -2.026  0.468
57 H 0.342 -1.822 -1.389  0.243
58 H 2.304 -3.859 0.877  0.485
59 H 4.481 -3.185 1.825  0.437
60 H 6.530 -1.843 1.473  0.271
61 H 3.756 0.373 1.834  0.651
62 H 1.281 2.678 0.409  0.159
63 H -0.917 2.240 -0.334  0.529
64 H -4.825 1.406 2.279  0.425
65 H -7.025 1.880 1.322  0.396
66 H -8.802 1.518 -0.189  0.334
67 H -8.642 3.237 0.271  0.335
68 H -9.410 2.793 -1.273  0.241
69 H -5.193 2.696 -2.452  0.433
70 H -2.982 2.209 -1.485  0.365
71 H -0.760 0.130 3.273  0.248
72 H 2.996 3.844 -0.552  0.509
73 H 7.102 3.650 -2.146  0.339
74 H 7.358 4.585 -0.645  0.354
75 H 6.771 5.399 -2.117  0.250
76 H 6.971 2.297 -0.208  0.573
77 H 4.800 -0.148 -1.159  0.902
78 H -0.413 -4.931 -1.597  0.481
79 H -1.131 -5.120 0.016  0.418
80 H -2.825 -4.314 -1.571  0.533
81 H -1.821 -2.905 -1.986  0.248

Forces on atoms 1 to 3 (eV/Å):
C 0.1 0.0 -0.3
C -0.1 0.0 0.2
N 0.0 0.0 -0.1


Record 2
Here is a 10-piece molecular cluster, H20O10 overall at a distorted geometry from the OMol25 dataset. Energies are from wB97M-V/def2-TZVPD.

Results
frontier orbital gap: 0.3817 hartree
spin multiplicity: 1
SMILES string: O.O.O.O.O.O.O.O.O.O
largest force on an atom: 1.7 eV/A
HOMO energy: -0.376 Ha

Last column: Mulliken charge in e.
CARTESIAN COORDINATES (ANGSTROEM)
1 O 0.191 -0.514 -0.478  -0.429
2 H 1.148 -0.511 -0.361  0.339
3 H -0.148 -0.175 0.359  0.134
4 O -2.192 2.540 2.286  -0.617
5 H -1.625 3.294 2.088  0.332
6 H -3.008 2.728 1.809  0.287
7 O -0.570 -0.409 2.526  -0.623
8 H -0.204 -0.121 3.370  0.371
9 H 0.201 -0.493 1.954  0.202
10 O 0.961 -2.317 3.023  -0.542
11 H 1.723 -2.875 2.831  0.284
12 H 0.244 -2.943 3.172  0.290
13 O -0.586 -2.042 -3.330  -0.579
14 H -0.032 -2.817 -3.187  0.348
15 H 0.006 -1.298 -3.169  0.188
16 O 1.913 0.786 1.020  -0.546
17 H 2.452 1.525 1.323  0.271
18 H 1.618 0.362 1.834  0.272
19 O -0.950 -4.353 -2.041  -0.624
20 H -1.837 -3.976 -2.048  0.319
21 H -0.870 -4.748 -1.165  0.300
22 O 1.903 0.664 -3.217  -0.617
23 H 2.010 0.439 -2.286  0.297
24 H 1.183 0.096 -3.514  0.323
25 O -1.359 2.342 0.090  -0.661
26 H -2.122 2.788 -0.294  0.310
27 H -1.703 1.487 0.372  0.321
28 O 0.851 3.291 -0.859  -0.571
29 H -0.028 3.384 -0.474  0.329
30 H 0.830 3.865 -1.633  0.290

Forces on atoms 1 to 3 (eV/Å):
O -0.2 -0.6 -0.2
H -0.2 0.2 0.1
H 0.0 0.2 -0.5


Record 3
Here is C5H8FLuO4 as an isolated structure at a distorted geometry from the OMol25 dataset. Energies are from wB97M-V/def2-TZVPD.

Results
total charge: +1
frontier orbital gap (spin up / spin down): 0.2718 / 0.3305 hartree
spin multiplicity: 2
largest force on an atom: 3.1 eV/A
HOMO energy (spin up / spin down): -0.426 / -0.525 Ha

Last column: Mulliken charge in e.
CARTESIAN COORDINATES (ANGSTROEM)
1 O 0.218 -1.423 1.346  -0.605
2 C -0.894 -1.045 1.960  0.315
3 C -1.278 0.393 1.595  -0.485
4 O -0.056 1.134 1.487  -0.337
5 C 0.648 0.974 0.373  1.200
6 O -0.003 1.279 -0.716  -0.323
7 O 1.864 0.768 0.433  -0.782
8 C 0.570 0.929 -1.996  -0.228
9 H -1.893 0.873 2.361  0.333
10 F -0.726 -1.059 3.392  -0.351
11 H -1.754 -1.720 1.790  0.306
12 H -1.804 0.394 0.632  0.332
13 H 0.076 1.610 -2.697  0.274
14 H 1.642 1.157 -1.967  0.312
15 C 0.310 -0.517 -2.352  -0.956
16 H 0.678 -0.696 -3.371  0.387
17 H 0.844 -1.198 -1.677  0.221
18 H -0.765 -0.739 -2.325  0.283
19 Lu 2.323 -1.115 1.732  1.103

Forces on atoms 1 to 3 (eV/Å):
O 3.0 -0.4 0.2
C -1.5 0.3 1.3
C -0.6 -0.2 -0.3


Record 4
Here is a 2-piece molecular cluster, CH2Br2O2S overall at a distorted geometry from the OMol25 dataset. Energies are from wB97M-V/def2-TZVPD.

Results
frontier orbital gap (spin up / spin down): 0.2341 / 0.2951 hartree
spin multiplicity: 1
largest force on an atom: 3.1 eV/A
HOMO energy (spin up / spin down): -0.343 / -0.362 Ha

Last column: Mulliken charge in e.
CARTESIAN COORDINATES (ANGSTROEM)
1 C -0.598 1.415 -0.003  -0.553
2 O 2.185 -0.936 0.458  -0.426
3 O 0.901 -1.585 -1.560  -0.455
4 S 0.938 -0.988 -0.211  0.753
5 Br -2.175 0.659 0.585  0.062
6 Br -0.571 -2.167 1.084  -0.110
7 H -0.572 1.662 -1.164  0.345
8 H -0.107 1.940 0.811  0.384

Forces on atoms 1 to 3 (eV/Å):
C -0.3 -0.6 -2.2
O 0.9 0.1 0.8
O -0.2 1.0 2.1


Record 5
Here is a 2-piece molecular cluster, C4H6IO2 overall at a distorted geometry from the OMol25 dataset. Energies are from wB97M-V/def2-TZVPD.

Results
total charge: -1
frontier orbital gap: 0.2194 hartree
spin multiplicity: 1
largest force on an atom: 3.5 eV/A
HOMO energy: -0.099 Ha

Last column: Mulliken charge in e.
CARTESIAN COORDINATES (ANGSTROEM)
1 C -2.179 -1.837 1.133  0.734
2 C 0.317 0.362 0.698  -1.272
3 C -0.525 -0.772 -1.244  -1.092
4 C -0.233 -0.944 0.222  -0.016
5 O -2.587 -2.267 0.128  -0.444
6 O -2.004 -1.477 2.227  -0.436
7 I 1.425 -2.477 0.542  -0.307
8 H 0.312 0.459 1.737  0.363
9 H -0.244 1.223 0.419  0.393
10 H 1.464 0.663 0.366  0.218
11 H 0.358 -0.548 -1.961  0.288
12 H -1.152 0.122 -1.343  0.312
13 H -1.117 -1.671 -1.596  0.260

Forces on atoms 1 to 3 (eV/Å):
C 2.2 1.1 -0.9
C 3.4 0.4 -0.7
C 0.5 -1.2 -1.5


Record 6
Here is a 2-piece molecular cluster, C5H13NO overall at a distorted geometry from the OMol25 dataset. Energies are from wB97M-V/def2-TZVPD.

Results
total charge: -1
frontier orbital gap (spin up / spin down): 0.0664 / 0.3496 hartree
spin multiplicity: 2
largest force on an atom: 1.9 eV/A
HOMO energy (spin up / spin down): 0.048 / -0.237 Ha

Last column: Mulliken charge in e.
CARTESIAN COORDINATES (ANGSTROEM)
1 C -0.807 0.677 -0.501  -0.754
2 C 0.513 -0.021 -0.139  -1.254
3 C 0.380 -1.376 0.557  -0.527
4 C -0.633 -3.583 -0.150  -0.802
5 C 0.168 -2.548 -0.361  -0.180
6 N -1.558 0.463 -1.709  -0.462
7 H -1.447 0.407 0.353  0.202
8 H -0.640 1.708 -0.198  0.470
9 H 0.961 0.638 0.613  0.738
10 H 1.308 -0.176 -0.873  0.153
11 H 1.358 -1.560 1.001  0.307
12 H -0.319 -1.396 1.396  0.439
13 H -0.648 -4.417 -0.847  0.255
14 H -1.222 -3.756 0.744  0.288
15 H 0.551 -2.355 -1.352  0.306
16 H -1.348 -0.403 -2.186  0.248
17 H -1.519 1.222 -2.371  0.287
18 H 1.184 6.132 1.800  0.872
19 H 2.284 5.147 2.347  0.965
20 O 1.434 5.196 1.877  -2.553

Forces on atoms 1 to 3 (eV/Å):
C 0.1 -0.2 1.9
C 0.0 -0.4 0.6
C 0.4 -0.6 0.0